Formula: H14O7
Source: the Open Molecules 2025 dataset
Level of theory: ωB97M-V with the def2-TZVPD basis set

Element x y z (Å)
O  -2.577  0.843  3.245
H  -3.014  0.135  2.771
H  -1.825  0.423  3.662
O  -0.402  -0.334  -0.088
H  0.524  -0.574  -0.057
H  -0.401  0.599  -0.302
O  4.970  -0.803  -2.180
H  4.423  -0.463  -1.472
H  5.610  -1.363  -1.741
O  -2.923  -0.667  -3.713
H  -3.545  0.060  -3.749
H  -2.476  -0.560  -2.874
O  -3.207  -2.878  1.313
H  -2.503  -2.413  0.860
H  -2.757  -3.432  1.951
O  3.572  0.205  2.030
H  2.996  0.388  2.773
H  4.335  -0.222  2.417
O  -0.321  3.340  -1.788
H  0.389  3.596  -1.200
H  -0.870  4.121  -1.856

Summary:
frontier orbital gap	11.305	eV
energy relative to the best compared isomer or geometry (same formula, charge and spin)	204.6	kJ/mol
SMILES string	O.O.O.O.O.O.O
net charge	0
max |F|	0.39	eV/Å

Löwdin population analysis, charges in e, atoms 1 to 4: -0.053, 0.022, 0.025, -0.047



Formula: H14O7
Source: the Open Molecules 2025 dataset
Level of theory: ωB97M-V with the def2-TZVPD basis set

Element x y z (Å)
H  -1.125  -0.839  0.042
H  -0.533  0.546  0.246
H  3.731  -0.079  -0.852
H  4.267  0.228  -2.241
H  0.780  -1.854  3.725
H  2.152  -2.446  4.001
H  -2.832  2.659  -0.460
H  -3.456  3.936  -0.998
H  1.655  4.591  1.420
H  1.790  3.869  0.089
H  -5.190  -2.602  -0.137
H  -6.324  -1.924  -0.889
H  1.924  -4.178  -2.411
H  2.730  -3.585  -1.267
O  -0.492  -0.220  -0.339
O  4.201  0.598  -1.354
O  1.720  -1.689  3.589
O  -2.628  3.580  -0.656
O  1.372  4.635  0.500
O  -5.814  -1.870  -0.073
O  2.073  -3.355  -1.933

Summary:
frontier orbital gap	11.413	eV
energy relative to the best compared isomer or geometry (same formula, charge and spin)	229.9	kJ/mol
SMILES string	O.O.O.O.O.O.O
net charge	0
max |F|	0.24	eV/Å

Löwdin population analysis, charges in e, atoms 1 to 4: 0.030, 0.030, 0.029, 0.033



Formula: H14O7
Source: the Open Molecules 2025 dataset
Level of theory: ωB97M-V with the def2-TZVPD basis set

Element x y z (Å)
H  0.543  0.666  1.433
H  -0.860  0.485  1.988
H  -3.228  2.407  0.148
H  -4.373  3.074  -0.596
H  4.026  -1.491  -0.077
H  3.006  -2.615  0.000
H  0.790  3.051  -0.068
H  1.011  4.270  -0.948
H  3.041  0.210  0.938
H  3.393  1.483  0.185
H  -0.089  -3.347  -1.860
H  -0.769  -2.057  -1.434
H  -2.851  -3.524  -0.177
H  -2.576  -2.514  0.926
O  -0.303  1.120  1.525
O  -4.000  2.209  -0.395
O  3.082  -1.654  0.027
O  0.771  3.338  -0.988
O  3.010  0.607  0.060
O  -0.335  -2.840  -1.078
O  -3.289  -2.878  0.389

Summary:
frontier orbital gap	11.523	eV
energy relative to the best compared isomer or geometry (same formula, charge and spin)	233.5	kJ/mol
SMILES string	O.O.O.O.O.O.O
net charge	0
max |F|	1.53	eV/Å

Löwdin population analysis, charges in e, atoms 1 to 4: 0.020, 0.036, 0.027, 0.032



The records above give, respectively, LUMO energy values of 0.0018; 0.0114; 0.0134 hartree.